{"formula": "C40H78O11", "method": "ωB97M-V with the def2-TZVPD basis set", "symbols": ["O", "C", "C", "C", "C", "O", "H", "H", "H", "H", "H", "H", "C", "C", "C", "O", "C", "H", "H", "H", "H", "H", "H", "H", "H", "C", "C", "C", "O", "C", "H", "H", "H", "H", "H", "H", "H", "H", "C", "C", "C", "O", "C", "H", "H", "H", "H", "H", "H", "H", "H", "C", "C", "C", "O", "C", "H", "H", "H", "H", "H", "H", "H", "H", "C", "C", "C", "O", "C", "H", "H", "H", "H", "H", "H", "H", "H", "C", "C", "C", "O", "C", "H", "H", "H", "H", "H", "H", "H", "H", "C", "C", "C", "O", "C", "H", "H", "H", "H", "H", "H", "H", "H", "C", "C", "C", "O", "C", "H", "H", "H", "H", "H", "H", "H", "H", "C", "C", "C", "O", "C", "H", "H", "H", "H", "H", "H", "H", "H"], "positions_angstrom": [[-5.816814, 6.819952, -6.769546], [-5.208302, 5.862726, -6.239486], [-3.748461, 5.686003, -5.842879], [-3.758722, 4.328947, -5.084530], [-5.009437, 3.747043, -5.656266], [-5.835967, 4.786658, -6.010588], [-3.239715, 5.647015, -6.806076], [-3.458359, 6.564980, -5.267249], [-2.874234, 3.751709, -5.353942], [-3.740360, 4.573834, -4.022549], [-4.824983, 3.041293, -6.466195], [-5.475113, 3.173511, -4.854829], [-10.317609, -1.904835, 3.056376], [-10.072488, -3.218757, 3.765214], [-8.656394, -3.001864, 4.334135], [-8.241806, -1.668472, 3.931443], [-9.409404, -0.946899, 3.718389], [-11.352717, -1.591346, 3.191945], [-10.091084, -1.992003, 1.993747], [-10.179757, -4.037770, 3.054020], [-10.708786, -3.327944, 4.643453], [-7.922006, -3.499589, 3.700861], [-8.601544, -3.278176, 5.387108], [-9.223253, 0.010300, 3.231330], [-9.693054, -0.680279, 4.736500], [-4.874064, -9.094632, -0.255799], [-6.211384, -8.374442, 0.124041], [-7.090826, -9.530461, 0.828203], [-6.075935, -10.438462, 1.212902], [-4.771643, -9.912360, 1.018354], [-4.116513, -8.315833, -0.343555], [-5.062994, -9.586155, -1.210159], [-6.824793, -7.872290, -0.624064], [-5.998816, -7.590961, 0.851411], [-7.752520, -9.858215, 0.026445], [-7.610506, -9.005764, 1.629915], [-4.225982, -10.847982, 0.895976], [-4.523471, -9.458593, 1.977838], [0.074515, -2.134038, -0.911830], [-1.279293, -2.281719, -0.310330], [-1.411943, -1.027200, 0.458499], [-0.604223, -0.090941, -0.144009], [0.144529, -0.596578, -1.178935], [0.359086, -2.719940, -1.785803], [0.820125, -2.261493, -0.127012], [-1.468380, -3.116672, 0.364363], [-1.950283, -2.487056, -1.144423], [-1.127931, -1.195116, 1.497355], [-2.466607, -0.754827, 0.418545], [1.156447, -0.196589, -1.243155], [-0.292404, -0.343731, -2.145000], [4.055143, -9.016434, -7.364144], [5.399963, -8.626451, -6.616680], [4.950333, -7.688086, -5.479253], [3.528307, -7.443916, -5.796886], [3.194893, -7.853171, -7.161765], [3.521472, -9.861166, -6.928572], [4.289122, -9.374938, -8.366555], [6.090048, -8.177057, -7.330774], [5.910886, -9.522635, -6.264703], [5.464328, -6.727176, -5.455281], [4.897763, -8.113383, -4.477029], [3.489931, -7.037677, -7.822080], [2.147112, -8.147446, -7.222292], [-1.954730, 7.714796, 2.694722], [-0.737187, 6.886470, 2.430094], [0.087699, 6.945428, 3.726506], [-0.155952, 8.237913, 4.207655], [-1.409229, 8.777164, 3.719060], [-2.705943, 7.129587, 3.225119], [-2.229220, 8.265980, 1.795306], [-0.217733, 7.271207, 1.552461], [-0.996622, 5.867274, 2.143688], [1.147275, 6.916670, 3.472364], [-0.102873, 6.150963, 4.448042], [-1.228211, 9.704400, 3.175418], [-2.175069, 8.909292, 4.483338], [5.312039, -0.469953, -7.844508], [5.728272, 0.868894, -7.177199], [4.416399, 1.699924, -7.184606], [3.401347, 0.889935, -7.844810], [3.789621, -0.471816, -7.637682], [5.787322, -1.367036, -7.447726], [5.513889, -0.554728, -8.912295], [6.575980, 1.285921, -7.720867], [6.071062, 0.590661, -6.180610], [4.631967, 2.500276, -7.892475], [4.095606, 2.135348, -6.238241], [3.342024, -1.056117, -8.441644], [3.534239, -0.796030, -6.628839], [-2.885466, 1.430203, 8.395631], [-3.751624, 2.385223, 9.133337], [-3.205362, 2.227520, 10.550561], [-2.848540, 0.894593, 10.748581], [-2.526097, 0.355064, 9.410793], [-1.984594, 1.914407, 8.018695], [-3.464682, 1.072675, 7.544285], [-4.761303, 1.979849, 9.198961], [-3.742560, 3.376540, 8.680223], [-3.851383, 2.504663, 11.383589], [-2.321878, 2.846649, 10.706225], [-3.238027, -0.438551, 9.184013], [-1.525706, -0.077700, 9.405606], [8.654310, 5.939039, -2.119527], [9.192324, 7.143852, -1.363148], [8.277238, 7.231284, -0.168699], [7.099859, 6.583928, -0.535989], [7.188596, 6.003704, -1.827174], [9.185687, 5.032157, -1.830895], [8.775265, 6.031688, -3.198831], [9.067184, 8.114810, -1.842404], [10.205718, 7.038498, -0.975798], [8.172126, 8.254791, 0.191140], [8.711814, 6.677379, 0.663418], [6.616517, 6.644326, -2.498311], [6.627701, 5.071305, -1.891428], [6.073192, -0.271349, 4.359878], [6.102308, 0.947504, 3.515955], [6.936770, 1.848207, 4.389014], [7.342929, 1.161545, 5.573530], [7.326015, -0.222079, 5.220608], [5.950531, -1.165820, 3.749160], [5.324538, -0.310672, 5.151124], [5.172864, 1.433070, 3.218539], [6.577417, 0.608861, 2.595255], [6.410775, 2.741510, 4.725833], [7.847489, 2.133060, 3.862203], [7.181020, -0.897009, 6.064146], [8.271936, -0.441602, 4.725484]], "forces_ev_per_angstrom": [[2.308, -2.092, 1.628], [-0.530, 5.250, -2.223], [-0.502, 0.380, -0.160], [1.542, 1.877, -1.005], [0.289, -2.554, 2.019], [-2.908, -2.363, 0.020], [0.433, 0.088, 0.156], [0.328, -0.176, -0.158], [-0.070, -0.069, 0.281], [-0.374, -0.533, 0.030], [-0.024, 0.321, -0.349], [-0.487, -0.131, -0.238], [-1.657, 0.217, -0.446], [0.462, 0.371, 0.655], [1.069, -0.250, -2.430], [0.914, -0.516, 0.633], [0.305, 1.092, 1.341], [-0.137, 0.011, -0.371], [-0.020, 0.107, -0.020], [0.109, -0.209, 0.448], [-0.473, -0.221, -0.382], [-0.001, -1.156, 0.779], [0.322, 0.573, 0.079], [0.219, -0.266, -0.437], [-1.109, 0.245, 0.151], [-1.546, 2.159, 0.886], [-0.857, -0.332, 0.620], [2.410, 2.737, -1.575], [-1.841, -0.842, 0.357], [-0.486, -2.055, -0.600], [0.241, -0.295, -0.192], [0.579, -0.654, 0.356], [0.395, -0.205, -0.520], [0.128, -0.054, 0.206], [-0.157, -0.829, 0.505], [-0.242, -0.733, 0.352], [0.696, 0.304, 0.078], [0.682, 0.801, -0.472], [2.054, 0.870, -0.012], [-0.311, -2.059, -0.820], [-1.650, -0.313, 0.347], [0.292, 2.685, 0.752], [-0.039, -1.811, -1.231], [-0.287, -0.161, 0.145], [0.268, -0.456, -0.023], [0.548, -0.285, -0.054], [-0.627, 0.735, 0.087], [0.110, 0.181, 0.155], [-0.065, 0.617, 0.307], [0.092, -0.005, 0.607], [-0.385, 0.006, -0.262], [1.842, -1.613, 0.327], [-0.611, -0.839, -0.095], [-1.893, -0.184, -1.233], [-0.230, 0.121, -0.198], [0.724, 1.226, 1.052], [0.458, -0.211, 0.517], [-0.153, 0.559, -0.287], [-0.132, 0.348, 0.078], [-0.061, 0.005, 0.172], [0.136, -0.057, -0.049], [0.452, -0.171, -0.139], [-0.494, 0.193, -0.270], [-0.038, 0.626, 0.126], [0.665, 1.218, 1.133], [0.271, -1.384, -0.377], [0.350, 0.388, -1.554], [-0.910, 1.214, 0.814], [0.075, -1.342, -1.004], [-0.406, 0.114, -0.630], [-0.810, -0.479, 0.123], [0.437, 0.234, 0.297], [-0.032, -0.165, 0.135], [0.135, -0.211, 0.157], [-0.430, 0.008, 0.110], [0.220, 0.174, 0.395], [0.435, 0.228, 0.400], [-0.518, -0.139, -0.005], [-0.193, -1.484, 0.190], [0.728, -0.014, -1.849], [0.709, 0.041, 1.049], [0.720, 0.399, -0.836], [0.041, 0.144, 0.467], [0.018, 0.583, -0.112], [-0.253, 0.425, 0.136], [-0.022, 0.396, 0.166], [-0.455, 0.420, 0.219], [-0.063, -0.407, 0.118], [-0.459, -0.137, 0.452], [-0.256, -0.228, 0.009], [1.076, -0.115, -0.973], [-0.583, -0.092, 1.425], [0.410, 1.608, 0.908], [0.324, -1.226, -1.737], [-1.336, -0.430, 0.596], [-0.010, 0.164, -0.073], [0.419, -0.441, -0.099], [-0.263, 0.231, -0.415], [-0.112, 0.040, 0.409], [-0.479, 0.024, -0.266], [0.366, 0.311, -0.243], [0.113, -0.491, 0.557], [0.075, 0.417, -0.092], [0.665, 0.371, -1.310], [0.293, 0.645, 0.517], [0.867, -0.733, 0.768], [-1.669, -0.174, 0.558], [-0.754, 0.221, 0.364], [-0.392, -0.115, 0.284], [0.326, 0.020, -0.068], [0.343, -0.291, -0.761], [0.160, 0.040, -0.523], [-0.598, 0.102, -0.203], [0.060, -0.119, 0.304], [0.385, 0.362, -0.470], [0.312, -0.331, 0.540], [-0.802, -2.058, 0.778], [-0.044, 0.119, -0.405], [1.070, 1.305, 0.207], [-0.313, -0.585, 0.253], [-0.046, 0.412, -0.500], [0.108, -0.206, 0.180], [-0.639, 0.290, -0.416], [-0.223, -0.371, 0.283], [0.358, 0.626, -0.141], [0.044, 0.033, -0.146], [0.085, 0.367, -0.110], [0.349, 0.404, 0.304], [0.052, -0.334, -0.288]], "smiles": "O=C1CCCO1.C1CCOC1.C1CCOC1.C1CCOC1.C1CCOC1.C1CCOC1.C1CCOC1.C1CCOC1.C1CCOC1.C1CCOC1", "e_homo_ev": -9.397, "e_above_lowest_kcal_mol": 0.0, "orbital_gap_ev": 9.7}